DFT (ωB97M-V/def2-TZVPD) results for an isolated molecule of ClH4N3 in a non-equilibrium geometry.

HOMO = -9.3 eV
2S+1 = 1
LUMO = 0.4 eV
SMILES = NN(N)Cl
F_max = 3.011 eV Å⁻¹
ΔE to the lowest compared entry with this formula, charge and spin = 0.999 eV

Last column: Mulliken charge in e.
Cartesian coordinates (Å):
N -0.545 1.148 -0.160  -0.405
N 0.213 -0.027 -0.581  -0.036
N -0.356 -1.154 -0.206  -0.312
Cl 1.977 0.165 0.314  -0.285
H -0.803 1.112 0.820  0.259
H -0.006 1.964 -0.400  0.272
H 0.162 -1.946 -0.556  0.258
H -0.642 -1.262 0.769  0.248

Forces on atoms 1 to 3 (eV/Å):
0.39 -2.54 -0.93
-0.34 2.99 0.15
-0.74 -0.52 0.49

=====

DFT (ωB97M-V/def2-TZVPD) results for a cluster of 2 separate species, C5H2 in total in a non-equilibrium geometry.

HOMO (alpha / beta) = -9.5 / -9.4 eV
2S+1 = 1
LUMO (alpha / beta) = -2.3 / -2.3 eV
F_max = 4.608 eV Å⁻¹
ΔE to the lowest compared entry with this formula, charge and spin = 3.410 eV

Last column: Mulliken charge in e.
Cartesian coordinates (Å):
C -2.933 -0.046 0.179  -0.451
C -1.697 -0.162 -0.104  0.390
C 1.782 0.976 -0.005  0.359
C 0.764 0.319 -0.066  -0.002
C -0.407 -0.351 -0.107  -0.869
H 2.661 1.549 0.041  0.417
H -0.170 -2.285 0.061  0.157

Forces on atoms 1 to 3 (eV/Å):
-0.43 0.09 -0.04
0.70 0.33 -0.01
-1.25 -0.92 -0.12

=====

DFT (ωB97M-V/def2-TZVPD) results for a cluster of 2 separate species, C4H13N4 in total in a non-equilibrium geometry.

HOMO (alpha / beta) = -12.4 / -12.4 eV
2S+1 = 1
LUMO (alpha / beta) = -4.9 / -4.9 eV
total charge = +1
F_max = 4.046 eV Å⁻¹
ΔE to the lowest compared entry with this formula, charge and spin = 5.127 eV

Last column: Mulliken charge in e.
Cartesian coordinates (Å):
C -1.870 0.341 0.607  0.251
C 2.209 0.597 -1.139  -1.405
C 1.285 -0.864 0.760  -1.360
C 0.906 0.179 -0.309  0.216
N -2.783 1.194 0.213  -0.355
N -1.731 0.244 1.902  -0.330
N -0.177 -0.140 -1.201  0.033
N -0.115 -1.326 -1.649  -0.177
H 2.999 0.942 -0.445  0.374
H 2.552 -0.144 -1.784  0.386
H 1.984 1.358 -1.836  0.455
H 1.884 -0.562 1.549  0.407
H 1.770 -1.663 0.217  0.411
H 0.304 -1.238 1.121  0.403
H 0.626 1.141 0.164  0.332
H -3.313 1.472 1.057  0.155
H -2.488 0.744 2.470  0.158
H -0.879 -0.179 2.474  0.242
H 0.733 -1.840 -1.365  0.256
H -2.911 1.464 -0.781  0.242
H -0.985 -1.722 -2.025  0.305

Forces on atoms 1 to 3 (eV/Å):
2.37 -0.58 -1.60
-1.09 0.42 1.63
-3.00 -1.02 -2.51

=====

DFT (ωB97M-V/def2-TZVPD) results for a cluster of 6 separate species, C19H43FN6O7 in total.

HOMO = -8.9 eV
2S+1 = 1
LUMO = 0.6 eV
SMILES = CC[C@@H](F)NC(=O)O.CN(C)C=O.CN(C)C=O.CN(C)C=O.CN(C)C=O.CN(C)C=O
F_max = 0.694 eV Å⁻¹

Last column: Mulliken charge in e.
Cartesian coordinates (Å):
C 3.374 -4.518 1.552  -0.984
C 2.764 -3.270 2.196  -0.485
C 1.592 -2.635 1.448  0.181
F 1.871 -2.584 0.085  -0.371
N 0.285 -3.255 1.669  -0.100
C 0.105 -4.574 1.255  0.417
O 0.362 -4.985 0.153  -0.520
O -0.406 -5.405 2.217  -0.480
H 4.011 -5.019 2.289  0.387
H 4.011 -4.287 0.702  0.102
H 2.634 -5.249 1.227  0.312
H 3.542 -2.497 2.257  0.395
H 2.440 -3.478 3.221  0.263
H 1.479 -1.594 1.784  0.287
H 0.026 -3.105 2.643  0.262
H -1.215 -5.030 2.592  0.315
C 0.260 2.085 0.913  -0.792
N -0.608 1.005 1.348  0.208
C -1.059 0.030 0.366  -0.695
C -1.009 0.877 2.622  0.051
O -1.745 -0.002 3.035  -0.600
H -0.229 2.687 0.148  0.237
H 1.189 1.679 0.506  0.296
H 0.499 2.727 1.758  0.316
H -2.148 0.025 0.303  0.333
H -0.734 -0.975 0.638  0.059
H -0.640 0.294 -0.602  0.341
H -0.604 1.664 3.281  0.305
C -1.987 3.796 -4.387  -1.050
N -1.030 4.238 -3.389  0.182
C 0.270 4.729 -3.811  -1.021
C -1.308 4.212 -2.074  0.020
O -0.546 4.591 -1.201  -0.690
H -1.579 2.963 -4.963  0.369
H -2.229 4.611 -5.071  0.371
H -2.907 3.477 -3.903  0.370
H 1.067 4.123 -3.378  0.284
H 0.417 5.758 -3.481  0.306
H 0.331 4.684 -4.895  0.400
H -2.313 3.813 -1.853  0.427
C 7.612 -2.891 -2.607  -0.904
N 6.866 -4.040 -2.140  0.107
C 6.359 -5.004 -3.102  -0.936
C 6.613 -4.251 -0.833  0.161
O 5.989 -5.199 -0.402  -0.588
H 7.003 -2.281 -3.278  0.336
H 8.512 -3.204 -3.140  0.334
H 7.908 -2.280 -1.757  0.290
H 5.273 -5.072 -3.037  0.286
H 6.770 -5.994 -2.903  0.288
H 6.643 -4.689 -4.103  0.384
H 7.028 -3.465 -0.178  0.275
C -3.272 -4.052 6.919  -0.931
N -2.560 -3.611 5.738  0.147
C -3.235 -2.745 4.779  -0.874
C -1.292 -3.974 5.496  0.051
O -0.650 -3.635 4.516  -0.617
H -4.160 -4.624 6.641  0.337
H -3.581 -3.197 7.522  0.339
H -2.624 -4.686 7.520  0.289
H -3.280 -3.223 3.800  0.223
H -2.697 -1.804 4.665  0.335
H -4.245 -2.549 5.129  0.363
H -0.870 -4.631 6.273  0.271
C -4.030 8.388 -2.782  -0.877
N -4.800 7.320 -3.385  0.052
C -6.070 7.624 -4.024  -0.955
C -4.380 6.042 -3.372  0.609
O -4.988 5.108 -3.860  -0.627
H -4.601 8.875 -1.989  0.336
H -3.760 9.138 -3.529  0.331
H -3.117 7.981 -2.352  0.290
H -6.880 7.076 -3.543  0.297
H -6.047 7.336 -5.075  0.295
H -6.259 8.691 -3.946  0.381
H -3.409 5.915 -2.862  -0.107

Forces on atoms 1 to 3 (eV/Å):
0.08 -0.24 0.31
0.17 0.07 -0.35
-0.14 0.30 -0.21

=====

DFT (ωB97M-V/def2-TZVPD) results for a structure of composition C20H24AuBrNOP2 in a non-equilibrium geometry.

HOMO (alpha / beta) = -10.4 / -10.8 eV
2S+1 = 3
LUMO (alpha / beta) = -2.8 / -5.7 eV
total charge = +1
F_max = 5.499 eV Å⁻¹
ΔE to the lowest compared entry with this formula, charge and spin = 2.874 eV

Last column: Mulliken charge in e.
Cartesian coordinates (Å):
C -1.625 3.356 -3.785  -0.768
C -1.419 2.009 -3.408  0.029
C -0.120 1.458 -3.520  0.509
C 1.000 2.256 -3.856  0.583
C 0.761 3.602 -4.226  -1.105
C -0.526 4.124 -4.176  -0.631
C 2.299 1.677 -3.547  -0.551
C 2.408 0.254 -3.862  0.532
C 1.276 -0.549 -3.591  0.827
C 1.367 -1.946 -3.440  -0.249
C 2.589 -2.568 -3.681  -0.694
C 3.703 -1.794 -4.003  -0.629
C 3.637 -0.409 -4.120  -1.139
H -2.642 3.777 -3.714  0.399
H 1.616 4.188 -4.546  0.437
H -0.695 5.177 -4.389  0.398
H 3.164 2.307 -3.824  0.696
H 2.687 -3.649 -3.547  0.408
H 4.667 -2.277 -4.139  0.401
H 4.500 0.221 -4.378  0.436
N 0.124 0.128 -3.080  0.358
Au 0.452 0.157 -1.257  0.818
C -2.495 1.168 -2.736  -0.977
H -2.559 0.167 -3.213  0.265
H -3.481 1.662 -2.816  0.587
C 0.202 -2.714 -2.894  -1.276
H -0.756 -2.443 -3.365  0.363
H 0.334 -3.802 -2.974  0.617
P -2.021 0.880 -0.992  0.692
P -0.064 -2.365 -1.117  0.885
C 1.258 -3.255 -0.282  -1.343
H 1.142 -3.137 0.808  0.411
H 1.209 -4.329 -0.544  0.461
H 2.249 -2.858 -0.565  0.324
C -1.601 -3.173 -0.697  -1.262
H -1.513 -4.256 -0.898  0.449
H -1.834 -3.023 0.367  0.410
H -2.434 -2.780 -1.297  0.300
C -2.163 2.549 -0.275  -1.392
H -3.118 3.015 -0.523  0.439
H -2.069 2.457 0.803  0.419
H -1.355 3.179 -0.636  0.339
C -3.438 -0.041 -0.350  -1.269
H -3.287 -0.199 0.712  0.417
H -4.371 0.507 -0.510  0.441
H -3.520 -1.015 -0.827  0.305
C 1.543 0.200 0.513  0.075
O 2.640 0.211 0.999  -0.361
H 2.197 1.282 -2.138  -0.152
Br -0.321 -0.592 1.219  -0.233

Forces on atoms 1 to 3 (eV/Å):
0.22 -1.08 0.57
-0.11 0.17 -0.10
0.14 0.30 -0.23

=====

DFT (ωB97M-V/def2-TZVPD) results for a structure of composition C24H27BrCsN2O3Te2 in a non-equilibrium geometry.

HOMO = -3.4 eV
2S+1 = 1
LUMO = 1.9 eV
total charge = -1
F_max = 1.868 eV Å⁻¹
ΔE to the lowest compared entry with this formula, charge and spin = 0.687 eV

Last column: Mulliken charge in e.
Cartesian coordinates (Å):
Cs -0.244 -0.358 -0.516  0.944
O 5.473 -1.379 -2.535  -0.699
C 4.749 -0.786 -3.544  0.501
C 5.446 -0.371 -4.671  -0.628
C 4.763 0.257 -5.700  -0.285
C 3.389 0.458 -5.612  -0.804
C 2.711 0.030 -4.481  -0.554
C 3.376 -0.587 -3.432  0.450
C 2.596 -1.008 -2.188  -0.035
O 1.294 -1.173 -2.365  -1.100
N 2.936 0.076 -1.155  -0.020
N 2.691 -0.301 0.130  -0.181
C 3.530 0.011 1.034  -0.587
C 3.259 -0.231 2.462  0.179
Br 1.465 -0.633 2.914  -0.228
C 4.146 -0.122 3.446  -0.860
C 5.594 0.151 3.297  0.576
C 6.348 -0.330 2.230  -0.529
C 7.702 -0.039 2.130  -0.565
C 8.325 0.728 3.103  -0.407
C 7.589 1.191 4.186  -0.497
C 6.237 0.900 4.281  -0.448
H 4.851 -1.816 -1.937  0.315
H 6.512 -0.549 -4.722  0.430
H 5.307 0.583 -6.578  0.361
H 2.855 0.940 -6.421  0.388
H 1.639 0.144 -4.382  0.403
H 3.071 -1.932 -1.769  0.217
H 3.876 0.454 -1.290  0.361
H 4.464 0.523 0.789  0.618
H 3.785 -0.217 4.464  0.363
H 5.883 -0.960 1.481  0.680
H 8.268 -0.420 1.291  0.391
H 9.381 0.954 3.025  0.369
H 8.067 1.781 4.957  0.366
H 5.664 1.264 5.125  0.387
O -0.032 3.587 0.304  -0.626
H -0.949 3.370 0.107  0.323
H 0.473 3.244 -0.440  0.307
Te -3.552 -0.901 1.085  -0.284
C -5.492 -0.289 0.496  -0.387
C -5.907 -0.324 -0.840  -0.286
C -7.179 0.090 -1.215  -0.435
C -8.082 0.550 -0.266  -0.374
C -7.690 0.586 1.066  -0.432
C -6.418 0.172 1.439  -0.247
H -5.216 -0.682 -1.593  0.320
H -7.465 0.051 -2.261  0.319
H -9.074 0.872 -0.559  0.344
H -8.380 0.939 1.825  0.316
H -6.127 0.207 2.482  0.317
C 0.113 -5.392 -0.210  -1.075
Te 0.786 -3.582 -1.140  0.209
C -0.792 -3.661 -2.557  -0.943
H 0.228 -6.242 -0.879  0.298
H -0.929 -5.282 0.085  0.296
H 0.718 -5.552 0.682  0.279
H -1.745 -3.643 -2.033  0.325
H -0.695 -4.573 -3.141  0.313
H -0.699 -2.796 -3.210  0.248

Forces on atoms 1 to 3 (eV/Å):
-1.29 0.96 0.94
-0.01 0.02 -0.02
0.06 -0.02 0.10

=====

DFT (ωB97M-V/def2-TZVPD) results for a cluster of 2 separate species, C2HClN2O2 in total in a non-equilibrium geometry.

HOMO (alpha / beta) = -11.6 / -11.6 eV
2S+1 = 1
LUMO (alpha / beta) = -3.3 / -3.3 eV
F_max = 7.263 eV Å⁻¹
ΔE to the lowest compared entry with this formula, charge and spin = 7.127 eV

Last column: Mulliken charge in e.
Cartesian coordinates (Å):
C -1.347 0.864 0.924  0.005
C -0.024 -0.146 -0.646  -0.130
N -2.087 1.513 1.462  -0.292
N 1.058 -0.820 -0.004  0.910
O 0.873 -1.968 0.290  -0.499
O 2.024 -0.204 0.311  -0.471
Cl 0.433 1.311 -1.356  0.006
H -0.930 -0.552 -0.983  0.470

Forces on atoms 1 to 3 (eV/Å):
4.57 -4.29 -3.67
-2.09 4.87 1.69
-2.79 2.49 2.08

=====

DFT (ωB97M-V/def2-TZVPD) results for a structure of composition C6H6N2O in a non-equilibrium geometry.

HOMO = -8.8 eV
2S+1 = 1
LUMO = 0.3 eV
F_max = 4.230 eV Å⁻¹
ΔE to the lowest compared entry with this formula, charge and spin = 3.635 eV

Last column: Mulliken charge in e.
Cartesian coordinates (Å):
C 0.916 1.606 0.537  -0.330
C 1.119 -2.337 -0.906  0.190
C -2.001 -0.217 0.608  -0.119
C 0.095 0.402 0.490  0.557
C 0.026 -0.876 -0.005  -0.251
C 1.120 2.490 -0.435  -0.607
N -1.230 0.741 0.892  -0.507
N -1.294 -1.357 0.236  -0.087
O 2.283 -2.450 -0.886  -0.341
H 1.067 1.945 1.652  0.159
H 0.280 -2.996 -1.239  0.255
H -3.072 -0.303 0.710  0.389
H 0.867 2.116 -1.394  0.275
H 1.327 3.556 -0.416  0.267
H -1.502 -2.319 0.159  0.150

Forces on atoms 1 to 3 (eV/Å):
1.03 2.00 2.93
-2.16 2.68 2.46
-0.59 -3.31 0.72

=====

DFT (ωB97M-V/def2-TZVPD) results for an isolated molecule of C5H8N2O in a non-equilibrium geometry.

HOMO = -9.3 eV
2S+1 = 1
LUMO = 0.7 eV
SMILES = [H]/N=C1\[C@H]2C[C@H](C2)N1O
F_max = 7.668 eV Å⁻¹
ΔE to the lowest compared entry with this formula, charge and spin = 6.908 eV

Last column: Mulliken charge in e.
Cartesian coordinates (Å):
H -0.842 -1.451 -2.330  0.302
N -1.227 -1.825 -1.282  -0.691
C -0.584 -0.932 -0.597  0.416
C 0.567 0.106 -1.012  -0.213
C 1.135 0.161 0.508  -0.696
C -0.319 0.749 0.773  -0.418
C -0.071 1.416 -0.708  -0.471
N -0.990 -0.512 0.624  -0.301
O -0.375 -1.294 1.775  -0.447
H 1.381 -0.346 -1.766  0.402
H 2.031 0.809 0.506  0.349
H 1.328 -0.791 1.098  0.329
H -0.274 1.265 1.589  0.556
H 0.500 2.285 -0.228  0.268
H -0.992 1.953 -1.217  0.270
H -1.267 -1.594 2.268  0.348

Forces on atoms 1 to 3 (eV/Å):
-1.16 -2.34 3.01
2.61 3.25 -2.82
0.28 -0.78 -4.03